Entry 1:
DFT (wB97M-V/def2-TZVPD) results for a single C4H8N2O molecule.

Properties
- HOMO level (Eh) = -0.326
- charge = 0
- Kohn-Sham gap (eV) = 9.68
- energy above the lowest of the compared OMol25 structures with the same formula, charge and spin (kcal per mole) = 85.9
- maximum force (eV/Å) = 3.525
- SMILES = C[C@@H]1CN(O)C=N1

Cartesian coordinates (Å):
C1 1.56205 -0.43738 -0.73424
C2 0.99187 0.23481 0.53955
C3 -0.33262 -0.62134 0.88383
N1 -1.20282 -0.00114 -0.15456
O1 -2.54020 -0.13888 -0.14498
C4 -0.75544 1.32811 -0.16324
N2 0.43008 1.52041 0.24602
H1 0.74761 -0.66739 -1.38167
H2 2.13617 -1.33192 -0.55331
H3 2.32170 0.29089 -1.18331
H4 1.67182 0.28888 1.45142
H5 -0.69131 -0.47271 1.88851
H6 -0.35225 -1.71855 0.66441
H7 -2.63195 -0.53626 -1.04659
H8 -1.35471 2.26247 -0.31184

These are the natural (NBO) partial charges, in e, on atoms 1 to 8:
1. C -0.625
2. C -0.074
3. C -0.251
4. N -0.200
5. O -0.540
6. C 0.222
7. N -0.464
8. H 0.215

Entry 2:
DFT (wB97M-V/def2-TZVPD) results for 3 unconnected molecules or ions with the total composition C21H49BFIN2O6Si.

Properties
- HOMO level (Eh) = -0.320
- charge = 0
- Kohn-Sham gap (eV) = 8.30
- maximum force (eV/Å) = 5.416
- SMILES = C[C@@H](F)B(CCO[Si](C)(C)C)CC(=O)I.COCCNCCOC.COCCNCCOC

Cartesian coordinates (Å):
C1 -1.74166 0.89798 -1.08458
C2 -3.05593 1.42374 -0.28252
F1 -2.73615 1.20706 1.14087
B1 -3.31285 3.02048 -0.44062
C3 -4.57046 3.73168 -1.16815
C4 -5.76664 2.74994 -1.58700
O1 -6.60853 2.42713 -0.45302
Si1 -8.19998 3.09118 -0.60097
C5 -9.09560 2.75756 1.08963
C6 -8.25476 4.98716 -0.86286
C7 -9.28722 2.28780 -1.95261
C8 -2.17488 4.02062 0.22125
C9 -1.22602 4.63864 -0.91344
O2 -1.61415 5.70594 -1.45459
I1 0.66837 3.69237 -1.53868
H1 -1.88143 -0.17043 -1.48864
H2 -0.83716 0.87587 -0.38213
H3 -1.55927 1.62359 -1.95275
H4 -3.94566 0.75785 -0.53029
H5 -4.25204 4.31052 -2.10391
H6 -4.99211 4.52861 -0.44071
H7 -5.28982 1.76294 -1.94223
H8 -6.36421 3.15193 -2.49049
H9 -8.76736 3.52850 1.88012
H10 -10.23934 2.77455 0.94024
H11 -8.78049 1.70067 1.39366
H12 -9.28914 5.33430 -0.47831
H13 -8.20845 5.22603 -1.97793
H14 -7.44935 5.56417 -0.29982
H15 -9.30553 1.14414 -1.88153
H16 -9.03382 2.60351 -3.02085
H17 -10.37370 2.63354 -1.75280
H18 -1.61523 3.51967 1.07958
H19 -2.74620 4.91540 0.67919
C10 2.36007 -1.19602 -1.54664
O3 3.08623 -0.59419 -2.60585
C11 3.04084 0.83287 -2.58743
C12 4.40218 1.41632 -2.21333
N1 4.72134 1.16788 -0.80854
C13 6.11300 1.45778 -0.45379
C14 7.21055 0.63156 -1.14342
O4 7.22295 -0.74351 -0.77244
C15 6.31615 -1.55963 -1.49657
H20 2.30464 -2.26759 -1.73965
H21 2.86444 -1.04866 -0.58927
H22 1.33786 -0.80350 -1.49488
H23 2.24931 1.20997 -1.92970
H24 2.79061 1.15246 -3.60484
H25 4.39732 2.49535 -2.39909
H26 5.14599 0.95870 -2.87506
H27 4.53352 0.19629 -0.59101
H28 6.19908 1.29229 0.62453
H29 6.30710 2.52271 -0.62396
H30 8.17219 1.03399 -0.80860
H31 7.20483 0.74292 -2.23290
H32 6.17449 -1.21799 -2.52523
H33 5.35852 -1.60913 -0.97389
H34 6.72090 -2.57419 -1.52422
C16 1.72509 -1.78550 2.74131
O5 2.17132 -2.52804 1.61874
C17 3.59362 -2.66282 1.55318
C18 4.01549 -4.10382 1.83418
N2 3.80541 -4.45840 3.23667
C19 3.93189 -5.89146 3.51326
C20 2.93358 -6.83904 2.82916
O6 1.59124 -6.69550 3.28315
C21 0.86014 -5.65682 2.65091
H35 0.66054 -1.58804 2.61397
H36 1.85819 -2.35071 3.66763
H37 2.24656 -0.82413 2.81261
H38 4.10571 -1.95836 2.21838
H39 3.88662 -2.40568 0.53046
H40 5.07400 -4.22645 1.58364
H41 3.42959 -4.75014 1.17085
H42 2.87996 -4.16028 3.52095
H43 3.81645 -6.01010 4.59493
H44 4.95173 -6.21011 3.27007
H45 3.22574 -7.85972 3.09697
H46 2.98435 -6.79245 1.73610
H47 1.15942 -5.50733 1.61012
H48 0.96406 -4.72850 3.21688
H49 -0.19807 -5.92795 2.66850

These are the Löwdin partial charges, in e, on atoms 1 to 8:
1. C -0.072
2. C -0.220
3. F -0.108
4. B -0.195
5. C -0.075
6. C -0.281
7. O -0.255
8. Si 0.450